# C45H42F3N6O3P2STi

C45H42F3N6O3P2STi as an isolated structure (ωB97M-V/def2-TZVPD, the OMol25 dataset).

Gap between HOMO and LUMO (alpha / beta): 6.94 / 7.38 eV
LUMO (alpha / beta): 0.0031 / 0.0025 Ha
ΔE to the lowest compared entry with this formula, charge and spin: 0.2866 eV
Spin multiplicity: 2
Total energy: -4524.4753 hartree
<S²>: 0.7526

```
103
Properties=species:S:1:pos:R:3:lowdin_spin:R:1
Ti -0.1294 -1.0739 -0.7761 0.93
C -4.3971 2.8561 -4.5107 0.00
C -4.4712 2.9813 -2.9956 0.00
N -4.4251 1.6968 -2.3175 0.00
C -3.2714 1.0393 -2.0630 0.00
S -3.5011 -0.3877 -1.0310 0.01
N -2.1981 1.5102 -2.6094 0.00
N -0.9829 0.9234 -2.3504 0.01
C -0.0599 1.3776 -3.1196 0.00
C -0.2903 2.4141 -4.1838 0.00
C 1.3199 0.8626 -2.9383 0.00
C 2.2963 1.0640 -3.9141 0.00
C 3.5893 0.6369 -3.6741 0.00
C 3.8871 0.0290 -2.4655 0.00
C 2.8535 -0.1746 -1.5692 0.00
N 1.6010 0.2184 -1.8061 0.01
H -4.4189 3.8444 -4.9731 0.00
H -5.2395 2.2791 -4.8937 0.00
H -3.4736 2.3565 -4.8003 0.00
H -5.4034 3.4639 -2.6986 0.00
H -3.6474 3.5938 -2.6228 0.00
H -5.2341 1.3682 -1.8216 0.00
H -1.0850 3.0846 -3.8678 0.00
H -0.6157 1.9505 -5.1189 0.00
H 0.6145 2.9864 -4.3801 0.00
H 2.0445 1.5376 -4.8507 0.00
H 4.3561 0.7816 -4.4242 0.00
H 4.8878 -0.3027 -2.2278 0.00
H 3.0116 -0.6756 -0.6249 0.00
O -0.7423 -1.7275 -2.5078 0.00
C -0.6554 -2.6970 -3.3720 0.00
C -1.5329 -2.7146 -4.4753 0.00
C -1.4698 -3.7109 -5.4208 0.00
C -0.5266 -4.7342 -5.3112 0.00
C 0.3382 -4.7310 -4.2397 0.00
C 0.2938 -3.7300 -3.2622 0.00
C 1.2105 -3.7325 -2.1365 0.01
N 1.3139 -2.8231 -1.1737 0.00
C 2.3302 -3.2530 -0.3424 0.00
C 2.8423 -4.4174 -0.8008 0.00
N 2.1272 -4.7111 -1.9373 0.00
H -2.2621 -1.9167 -4.5387 0.00
H -2.1604 -3.7015 -6.2551 0.00
H -0.4749 -5.5197 -6.0526 0.00
H 1.0679 -5.5296 -4.1665 0.00
H 2.6044 -2.7063 0.5365 0.00
H 3.6217 -5.0557 -0.4260 0.00
H 2.2348 -5.5296 -2.5066 0.00
O 1.2787 -0.8726 0.8978 0.01
P 1.3506 -0.7715 2.4022 0.00
C -0.2244 -0.8712 3.3227 0.00
P -2.5950 0.3064 0.8269 0.00
O -1.0583 0.1831 0.5292 0.01
C -0.7145 0.3979 3.9836 0.00
C -1.0935 0.3591 5.3205 0.00
C -1.5972 1.4891 5.9516 0.00
C -1.7328 2.6760 5.2493 0.00
C -1.3523 2.7275 3.9147 0.00
C -0.8386 1.6018 3.2924 0.00
C -2.8749 2.1209 0.6240 0.00
C -4.0991 2.6680 0.9993 0.00
C -4.3103 4.0378 0.9397 0.00
C -3.2876 4.8797 0.5200 0.00
C -2.0581 4.3440 0.1588 0.00
C -1.8543 2.9715 0.2085 0.00
C 2.4200 -2.0806 3.0449 0.00
C 1.9139 -3.3441 3.3451 0.00
C 2.7755 -4.3701 3.7002 0.00
C 4.1436 -4.1438 3.7580 0.00
C 4.6545 -2.8880 3.4609 0.00
C 3.7956 -1.8596 3.1045 0.00
C 2.1536 0.7791 2.8413 0.00
C 2.3707 1.7122 1.8330 0.00
C 2.9261 2.9457 2.1429 0.00
C 3.2594 3.2446 3.4557 0.00
C 3.0432 2.3122 4.4641 0.00
C 2.4901 1.0811 4.1576 0.00
H -0.1020 -1.6386 4.0886 0.00
H -0.9599 -1.2526 2.6092 0.00
H -1.0045 -0.5687 5.8750 0.00
H -1.8915 1.4363 6.9920 0.00
H -2.1359 3.5542 5.7371 0.00
H -1.4635 3.6425 3.3448 0.00
H -0.5434 1.6518 2.2544 0.00
H -4.8912 2.0135 1.3495 0.00
H -5.2672 4.4518 1.2330 0.00
H -3.4473 5.9501 0.4832 0.00
H -1.2570 4.9978 -0.1651 0.00
H -0.8997 2.5420 -0.0737 0.00
H 0.8535 -3.5407 3.2700 0.00
H 2.3762 -5.3503 3.9244 0.00
H 4.8131 -4.9475 4.0364 0.00
H 5.7207 -2.7088 3.5098 0.00
H 4.1942 -0.8787 2.8739 0.00
H 2.0792 1.4672 0.8186 0.00
H 3.0902 3.6762 1.3614 0.00
H 3.6853 4.2096 3.6983 0.00
H 3.2984 2.5516 5.4878 0.00
H 2.3097 0.3574 4.9448 0.00
F -1.4333 -3.8475 -0.5450 0.00
C -1.1590 -2.7755 0.2554 0.00
F -2.3234 -2.6093 0.9730 0.00
F -0.3045 -3.3205 1.2316 0.00
```

=====

# C6H13CuO3

C6H13CuO3 as an isolated structure (ωB97M-V/def2-TZVPD, the OMol25 dataset).

Gap between HOMO and LUMO (alpha / beta): 7.30 / 6.13 eV
LUMO (alpha / beta): -0.1923 / -0.2352 Ha
ΔE to the lowest compared entry with this formula, charge and spin: 0.7187 eV
Spin multiplicity: 2
Total energy: -2102.1981 hartree
<S²>: 0.7549
Charge: +1

```
23
Properties=species:S:1:pos:R:3:nbo_charge:R:1
C 1.1298 3.1057 -1.4600 -0.37
C 1.2156 2.0287 -2.2433 -0.20
C 0.8519 0.6369 -1.8170 -0.47
C -0.3758 0.1060 -2.5410 -0.06
O -1.0598 -0.8127 -1.7117 -0.83
Cu -0.2585 -2.6963 -0.7437 0.96
H 0.4982 3.1068 -0.5681 0.19
H 1.5967 2.1339 -3.2643 0.21
H 1.5789 4.0567 -1.7559 0.22
H 0.6689 0.6258 -0.7307 0.20
H 1.6991 -0.0368 -2.0380 0.22
H -0.0846 -0.4073 -3.4714 0.20
H -1.0619 0.9248 -2.8090 0.20
O -1.3924 -1.9303 1.1351 -0.40
C -1.2979 -1.3108 2.3327 -0.15
C -0.1222 -1.7153 3.2028 -0.09
O 0.2153 -0.5969 3.9862 -0.71
H -1.7308 -0.4242 -0.9984 0.52
H -2.2728 -1.4069 2.8632 0.25
H -1.2678 -0.2161 2.1015 0.27
H 0.7260 -2.0167 2.5641 0.17
H -0.4188 -2.5758 3.8257 0.19
H 1.1631 -0.5793 4.1411 0.49
```

=====

# C17H30Cl5N4O3PRhS2

C17H30Cl5N4O3PRhS2 as an isolated structure (ωB97M-V/def2-TZVPD, the OMol25 dataset).

Gap between HOMO and LUMO: 7.07 eV
LUMO: -0.3390 Ha
ΔE to the lowest compared entry with this formula, charge and spin: 1.2672 eV
Total energy: -4658.9089 hartree
Charge: +3

```
63
Properties=species:S:1:pos:R:3:nbo_charge:R:1
Rh 0.2170 0.6166 0.7404 0.85
Cl 1.7995 -2.7890 -0.0540 -0.02
C 2.6235 -1.4531 0.6913 -0.01
C 2.0039 -0.2302 0.7922 -0.16
C 2.7810 0.8055 1.2599 -0.08
Cl 1.7924 2.2943 1.1974 0.20
C 4.0859 0.7425 1.6765 -0.08
Cl 4.9036 2.1308 2.2170 0.14
C 4.6858 -0.5255 1.6037 -0.08
Cl 6.3026 -0.7119 2.0964 0.15
C 3.9578 -1.6118 1.1040 -0.11
Cl 4.7065 -3.1392 0.9768 0.13
N -4.8199 -2.1275 0.9059 -0.69
C -3.7095 -1.6429 0.0056 -0.62
P -2.1138 -2.0628 0.8448 2.17
O -2.5426 -2.5762 2.1832 -1.14
O -1.2054 -0.8829 0.7119 -1.11
C -1.4277 -3.5725 0.0329 -0.61
N -0.8127 -4.3854 1.1371 -0.69
H -4.3694 -2.3860 1.8095 0.48
H -5.3040 -2.9471 0.5355 0.45
H -5.5292 -1.4116 1.0715 0.45
H -3.7736 -0.5588 -0.0630 0.27
H -3.8333 -2.0592 -0.9918 0.26
H -0.6831 -3.3747 -0.7305 0.27
H -2.2387 -4.1578 -0.3995 0.25
H -1.3878 -4.2612 1.9875 0.48
H 0.1325 -4.0398 1.3433 0.46
H -0.7398 -5.3785 0.9058 0.45
O -1.1269 1.7175 2.1116 -1.02
S -2.6567 1.9067 2.1079 1.17
C -3.1479 2.3151 3.7956 -0.58
C -4.2280 3.3719 3.6161 -0.42
C -3.6514 4.3867 2.6286 -0.42
C -2.9832 3.5955 1.4964 -0.58
H -2.2522 2.7203 4.2725 0.26
H -3.4591 1.4082 4.3089 0.26
H -4.4790 3.8248 4.5736 0.27
H -5.1446 2.9231 3.2246 0.22
H -2.9077 5.0051 3.1305 0.23
H -4.4168 5.0517 2.2349 0.25
H -2.0096 3.9891 1.2041 0.26
H -3.6059 3.4999 0.6087 0.25
C 4.5392 1.9115 -3.6666 -0.63
C 4.3780 1.2406 -2.3096 -0.24
N 2.9942 1.2785 -1.8041 -0.55
C 2.0279 0.4459 -2.1474 0.39
S 0.3973 0.6141 -1.4719 0.05
N 2.2372 -0.4834 -3.0616 -0.54
C 1.2749 -1.4770 -3.5638 -0.22
C 0.3854 -0.9167 -4.6597 -0.63
H 5.5852 1.8767 -3.9672 0.26
H 4.2364 2.9568 -3.6198 0.24
H 3.9520 1.4265 -4.4482 0.21
H 4.9898 1.7418 -1.5612 0.24
H 4.7049 0.1980 -2.3214 0.21
H 2.7178 2.0823 -1.2614 0.43
H 3.1101 -0.4283 -3.5696 0.43
H 0.6929 -1.8310 -2.7143 0.20
H 1.8693 -2.3115 -3.9325 0.23
H -0.2417 -0.1060 -4.2864 0.21
H -0.2630 -1.7014 -5.0482 0.24
H 0.9798 -0.5372 -5.4905 0.23
```

=====

# C4H4Cl2F2

C4H4Cl2F2 as an isolated structure (ωB97M-V/def2-TZVPD, the OMol25 dataset).

Gap between HOMO and LUMO (alpha / beta): 6.54 / 8.93 eV
LUMO (alpha / beta): -0.0399 / -0.0147 Ha
ΔE to the lowest compared entry with this formula, charge and spin: 4.8067 eV
Total energy: -1274.7395 hartree

```
12
Properties=species:S:1:pos:R:3:nbo_charge:R:1
C -0.5797 -0.1859 -0.2249 -0.35
C -0.1190 -1.2017 -1.1402 0.21
C -0.3901 1.1582 -0.2641 -0.16
C 2.6362 -0.6485 0.7190 0.14
F -0.7715 -2.3346 -0.8802 -0.34
F 2.7404 0.7130 0.8140 -0.35
Cl 0.0707 2.0229 -1.7491 -0.04
Cl 2.1722 -1.1996 -0.8889 0.10
H -0.8658 -0.5785 0.7349 0.23
H -0.0606 -1.0793 -2.2597 0.19
H -0.7156 1.8923 0.4769 0.23
H 1.8721 -0.8766 1.3962 0.14
```

=====

# C19H22N2O2

One molecule with the formula C19H22N2O2 (ωB97M-V/def2-TZVPD, the OMol25 dataset).

Gap between HOMO and LUMO: 8.81 eV
LUMO: 0.0249 Ha
ΔE to the lowest compared entry with this formula, charge and spin: 2.6705 eV
Total energy: -997.1729 hartree

```
45
Properties=species:S:1:pos:R:3:nbo_charge:R:1
C -3.5854 -1.9741 2.2283 -0.63
C -3.1118 -1.5890 0.8584 -0.01
C -3.5221 -2.3291 -0.2429 -0.23
C -3.0788 -2.0082 -1.5111 -0.20
C -2.2518 -0.9173 -1.6963 -0.26
C -1.8483 -0.1464 -0.6095 0.15
C -2.2490 -0.5058 0.6861 0.03
C -1.7290 0.2361 1.8817 -0.67
H -2.4844 0.9070 2.2924 0.22
H -0.8503 0.8186 1.6224 0.24
H -1.4536 -0.4650 2.6670 0.22
N -1.0015 0.9655 -0.7704 -0.46
C -0.0889 0.9902 -1.8882 -0.22
C 0.9817 2.0713 -1.5938 -0.23
N 0.8463 2.5477 -0.2419 -0.42
C 1.6407 2.2018 0.7999 0.65
O 1.4615 2.6361 1.9240 -0.62
C 2.7604 1.2640 0.5174 -0.27
C 2.5534 -0.0295 0.2547 -0.24
C 3.5974 -1.0062 0.1039 0.30
C 3.5136 -2.3545 -0.1532 -0.30
C 4.8400 -2.8328 -0.2047 -0.32
C 5.6350 -1.7494 0.0209 0.10
O 4.8988 -0.6457 0.2069 -0.41
H 6.7006 -1.6423 0.0712 0.20
H 5.1587 -3.8391 -0.3838 0.23
H 2.6153 -2.9227 -0.2838 0.23
H 1.5494 -0.4165 0.1470 0.22
H 3.7581 1.6410 0.6911 0.23
C -0.4232 3.1925 0.0123 -0.24
C -1.5520 2.2823 -0.5225 -0.22
H -1.9660 2.7035 -1.4549 0.17
H -2.3642 2.2090 0.1982 0.22
H -0.4965 3.3364 1.0916 0.25
H -0.4486 4.1722 -0.4767 0.19
H 0.8405 2.9288 -2.2617 0.19
H 1.9867 1.6785 -1.7447 0.23
H 0.3723 0.0049 -1.9791 0.21
H -0.5899 1.2301 -2.8424 0.17
H -1.9296 -0.6574 -2.6931 0.21
H -3.3898 -2.5978 -2.3611 0.21
H -4.1858 -3.1700 -0.1022 0.21
H -4.3396 -2.7546 2.1656 0.22
H -4.0128 -1.1167 2.7457 0.22
H -2.7574 -2.3477 2.8310 0.22
```

=====

# C23H52LaOP4

C23H52LaOP4 as an isolated structure (ωB97M-V/def2-TZVPD, the OMol25 dataset).

Gap between HOMO and LUMO: 7.24 eV
LUMO: -0.3582 Ha
ΔE to the lowest compared entry with this formula, charge and spin: 0.0000 eV
Total energy: -2378.8663 hartree
Charge: +3

```
81
Properties=species:S:1:pos:R:3:mulliken_charge:R:1
La -0.2532 0.2526 -0.1642 1.31
P 2.0506 0.8699 1.6405 0.60
P -0.5533 2.7039 -1.3575 0.44
P 2.2422 -0.3893 -1.7874 0.80
H -1.0620 -4.5643 0.7060 0.33
C 0.0259 -4.4481 0.6281 -0.60
C 0.7941 -4.2483 1.7278 -0.57
H 0.3614 -4.1681 2.7278 0.32
C 1.8800 1.2823 3.4112 -1.24
C 2.6876 2.4337 0.9408 -1.02
C 3.5153 -0.2163 1.7310 -1.13
C -1.8779 2.4876 -2.6122 -1.33
C -1.3137 4.0064 -0.3268 -1.36
C 0.7299 3.5491 -2.3050 -1.16
C 3.0456 -1.9941 -1.4251 -1.32
C 3.7852 0.5957 -1.9262 -1.55
C 1.9154 -0.6395 -3.5659 -1.36
H 0.4391 -4.3806 -0.3873 0.31
H 1.8677 -4.0308 1.6359 0.28
H 1.6905 0.3757 3.9985 0.25
H 1.0500 1.9812 3.5713 0.33
H 2.8182 1.7444 3.7462 0.64
H 1.8749 3.1683 0.8494 0.32
H 3.1178 2.2817 -0.0562 0.11
H 3.4555 2.8245 1.6197 0.55
H 3.1984 -1.2151 2.0668 0.26
H 4.2251 0.2049 2.4591 0.53
H 4.0055 -0.3292 0.7574 0.14
H -2.1602 3.4986 -2.9275 0.51
H -2.7586 1.9760 -2.1906 0.38
H -1.5175 1.9269 -3.4836 0.41
H -1.6223 4.8384 -0.9728 0.54
H -0.5930 4.3566 0.4241 0.39
H -2.1968 3.6175 0.1995 0.40
H 0.3111 4.4506 -2.7697 0.47
H 1.1366 2.8909 -3.0858 0.34
H 1.5606 3.8299 -1.6451 0.35
H 3.2819 -2.4909 -2.3767 0.47
H 2.3891 -2.6463 -0.8332 0.13
H 3.9841 -1.8394 -0.8762 0.52
H 4.3890 0.1855 -2.7479 0.50
H 4.3816 0.5451 -1.0076 0.46
H 3.5605 1.6451 -2.1505 0.35
H 2.8576 -0.8901 -4.0751 0.53
H 1.4978 0.2716 -4.0143 0.37
H 1.2115 -1.4674 -3.7259 0.30
C -1.5973 -1.5807 -3.1225 0.77
C -2.4358 -0.8769 -3.9667 -0.72
C -2.4815 -1.2943 -5.3229 -0.61
C -1.7802 -2.4114 -5.7797 -0.75
C -0.9909 -3.1293 -4.8866 -0.46
C -0.8944 -2.7135 -3.5441 -0.75
O -1.3173 -1.0339 -1.8383 0.08
H -0.8982 -1.7657 -1.3014 0.38
H -3.0301 -0.0285 -3.6043 0.56
H -3.0809 -0.7068 -6.0314 0.42
H -1.8042 -2.7174 -6.8310 0.42
H -0.4359 -3.9867 -5.2172 0.47
H -0.2836 -3.2604 -2.8349 0.59
C -2.5516 2.4692 2.8240 -1.50
C -1.8600 1.3779 3.6082 -1.11
P -1.1139 0.0484 2.5797 1.09
C -0.6103 -1.2594 3.7842 -0.35
C -0.5140 -0.7391 5.2085 -1.38
C -2.5530 -0.7449 1.7862 -0.99
C -3.7073 -0.9705 2.7788 -1.47
H -1.8653 3.0465 2.2050 0.13
H -3.0102 3.1698 3.5222 0.47
H -3.3494 2.1017 2.1767 0.35
H -1.0590 1.8084 4.2284 0.55
H -2.5644 0.8752 4.2838 0.58
H -1.3548 -2.0611 3.6955 0.57
H 0.3424 -1.6742 3.4211 0.25
H -1.4933 -0.4090 5.5769 0.35
H -0.1657 -1.5358 5.8734 0.40
H 0.1763 0.1076 5.3119 0.29
H -2.9013 -0.1205 0.9304 0.45
H -2.2114 -1.7202 1.3786 0.50
H -4.0485 -0.0321 3.2307 0.33
H -4.5619 -1.4087 2.2509 0.43
H -3.4217 -1.6607 3.5811 0.33
```

=====

# C23H24N4O5S

One molecule with the formula C23H24N4O5S (ωB97M-V/def2-TZVPD, the OMol25 dataset).

Gap between HOMO and LUMO: 8.90 eV
LUMO: 0.0124 Ha
ΔE to the lowest compared entry with this formula, charge and spin: 0.6714 eV
Total energy: -1884.3110 hartree

```
57
Properties=species:S:1:pos:R:3:nbo_charge:R:1
C -8.6789 -0.9399 -0.0747 -0.25
H -8.8274 -0.5335 0.9304 0.18
O -7.7206 -0.1994 -0.7945 -0.48
C -6.4556 -0.1287 -0.3173 0.32
C -6.0027 -0.7469 0.8464 -0.27
C -4.6854 -0.6001 1.2325 -0.14
C -3.7885 0.1401 0.4685 -0.20
C -4.2487 0.7726 -0.6873 -0.16
C -5.5636 0.6415 -1.0709 -0.26
H -5.9372 1.1328 -1.9552 0.23
H -3.5984 1.4085 -1.2703 0.22
C -2.4000 0.2607 0.9613 0.67
O -2.0835 0.2341 2.1284 -0.58
N -1.4466 0.3128 -0.0431 -0.46
N -0.1608 0.7282 0.2836 -0.29
C 0.6787 -0.1062 0.9656 0.33
N 1.8403 0.2321 1.3883 -0.55
C 2.2774 1.5060 1.1584 0.25
C 3.5357 1.8861 1.6384 -0.23
C 4.0055 3.1547 1.3909 -0.17
C 3.2428 4.0719 0.6659 -0.23
C 2.0032 3.7155 0.1876 -0.14
C 1.5081 2.4304 0.4252 -0.24
C 0.1962 2.0415 -0.0599 0.66
O -0.5759 2.7066 -0.7207 -0.61
H 1.3904 4.4045 -0.3736 0.24
H 3.6283 5.0632 0.4824 0.22
H 4.9765 3.4471 1.7618 0.22
H 4.1103 1.1628 2.1948 0.24
S 0.1243 -1.7446 1.2017 0.30
C 1.5290 -2.3724 2.1588 -0.62
C 2.8527 -2.4765 1.4045 0.69
O 3.9065 -2.3826 1.9935 -0.63
N 2.7398 -2.7641 0.0968 -0.63
H 1.8326 -2.7497 -0.3469 0.41
C 3.8740 -2.9188 -0.7776 -0.24
H 3.7823 -3.8688 -1.3123 0.20
H 4.7716 -2.9297 -0.1562 0.24
C 3.9649 -1.7753 -1.7986 0.09
C 4.2449 -0.4095 -1.1631 -0.43
H 5.3091 -0.1955 -1.1101 0.22
C 3.4855 0.5400 -2.0848 -0.43
H 3.2045 1.4741 -1.6042 0.22
C 2.2754 -0.3137 -2.4561 -0.06
H 1.8492 -0.0658 -3.4309 0.19
O 2.7287 -1.6542 -2.5008 -0.55
H 1.4870 -0.2175 -1.6952 0.15
H 4.0761 0.7594 -2.9750 0.20
H 3.8288 -0.3777 -0.1559 0.22
H 4.7451 -2.0311 -2.5312 0.17
H 1.6678 -1.7293 3.0267 0.27
H 1.2314 -3.3691 2.4895 0.25
H -1.7316 0.6235 -0.9653 0.42
H -4.3277 -1.0680 2.1370 0.23
H -6.6668 -1.3370 1.4575 0.22
H -9.6049 -0.8491 -0.6400 0.20
H -8.3999 -1.9958 -0.0046 0.18
```

=====

Look up the total energy of the seventh one. -1884.3110 hartree

=====

The highest total energy belongs to which entry? C19H22N2O2

=====

Which of these has the highest total energy? C19H22N2O2

=====

Among the records above, which one has the lowest total energy? C17H30Cl5N4O3PRhS2